(1)
The following is a DFT calculation (ωB97M-V/def2-TZVPD) of 4 unconnected molecules or ions with the total composition C22H32F9NO16S.

For the total energy, the calculation gives -3413.0094 Eh. Its SMILES is O=COCC[C@]1(CCCO)OS(=O)(=O)O[C@]1(CCO)ON=O.CCOC(=O)C(F)(F)F.CCOC(=O)C(F)(F)F.CCOC(=O)C(F)(F)F.

The geometry in ORCA input format:
```
! wB97M-V def2-TZVPD RIJCOSX def2/J DEFGRID3
* xyz 0 1
O -8.771 -4.564 -0.352
C -8.223 -4.012 0.546
O -7.639 -2.791 0.433
C -6.225 -2.773 0.698
C -5.439 -2.718 -0.620
C -4.289 -1.719 -0.631
C -3.154 -2.200 -1.543
C -2.459 -3.510 -1.141
C -1.437 -3.475 -0.011
O -2.031 -3.773 1.248
O -3.770 -1.488 0.726
S -2.973 -0.118 0.777
O -1.577 -0.331 0.621
O -3.449 0.626 1.884
O -3.511 0.462 -0.607
C -4.741 -0.276 -0.968
C -5.049 0.102 -2.412
C -6.531 0.148 -2.835
O -7.355 -0.790 -2.168
O -5.709 0.104 -0.028
N -6.001 1.537 -0.157
O -6.503 1.914 0.804
H -8.196 -4.434 1.567
H -6.020 -1.912 1.326
H -5.945 -3.675 1.248
H -6.133 -2.445 -1.415
H -5.065 -3.710 -0.857
H -2.401 -1.424 -1.684
H -3.604 -2.380 -2.523
H -3.173 -4.298 -0.897
H -1.933 -3.845 -2.039
H -0.904 -2.523 0.020
H -0.698 -4.257 -0.196
H -2.078 -2.970 1.771
H -4.494 -0.561 -3.071
H -4.625 1.099 -2.536
H -6.578 -0.121 -3.890
H -6.913 1.167 -2.753
H -7.823 -0.371 -1.443
C 2.176 -1.195 1.602
C 1.840 -1.696 2.986
O 1.770 -3.140 3.020
C 2.925 -3.778 3.101
O 4.020 -3.303 3.164
C 2.671 -5.304 3.147
F 1.786 -5.681 2.219
F 2.186 -5.645 4.350
F 3.802 -5.970 2.946
H 1.457 -1.579 0.877
H 2.140 -0.106 1.582
H 3.172 -1.513 1.297
H 0.850 -1.367 3.293
H 2.561 -1.353 3.728
C 0.618 4.810 1.571
C 1.507 4.528 2.760
O 2.540 3.570 2.426
C 3.596 4.051 1.790
O 3.806 5.183 1.473
C 4.599 2.904 1.526
F 3.975 1.823 1.047
F 5.211 2.562 2.668
F 5.523 3.280 0.649
H 0.190 3.884 1.187
H -0.195 5.471 1.871
H 1.176 5.291 0.769
H 0.951 4.057 3.567
H 1.974 5.434 3.143
C 8.742 3.219 -0.942
C 9.320 3.985 -2.110
O 8.743 3.547 -3.362
C 7.554 4.045 -3.659
O 6.907 4.821 -3.021
C 7.093 3.502 -5.033
F 7.284 2.182 -5.128
F 7.792 4.096 -6.011
F 5.803 3.756 -5.225
H 8.873 2.147 -1.088
H 9.247 3.511 -0.021
H 7.678 3.420 -0.830
H 10.385 3.795 -2.220
H 9.171 5.058 -2.004
*
```



(2)
The following is a DFT calculation (ωB97M-V/def2-TZVPD) of a molecular structure, C24H40Cl8CuO16S in a non-equilibrium geometry.

The relative energy (zero: lowest compared OMol25 entry of this formula, charge and spin) comes out at 0.0 kcal per mole.

The geometry in ORCA input format:
```
! wB97M-V def2-TZVPD RIJCOSX def2/J DEFGRID3
* xyz 0 2
Cu -19.343 21.615 -11.412
S -20.602 20.948 -9.136
O -19.990 22.269 -9.593
O -19.869 20.416 -7.995
O -22.019 21.081 -8.872
O -20.272 20.161 -10.396
C -17.401 15.583 -13.988
C -18.251 16.783 -14.179
C -19.637 16.600 -13.579
O -19.862 17.940 -13.035
C -18.737 18.633 -12.992
O -18.674 19.779 -12.659
O -17.700 17.887 -13.423
H -17.267 15.302 -12.942
H -16.399 15.643 -14.420
H -17.838 14.694 -14.457
H -18.248 17.032 -15.240
H -19.825 15.981 -12.704
H -20.443 16.401 -14.282
C -24.740 22.936 -8.737
C -23.922 24.190 -8.625
C -22.505 24.045 -9.180
O -22.292 25.304 -9.840
C -23.493 25.838 -10.167
O -23.636 26.784 -10.878
O -24.480 25.209 -9.500
H -24.704 22.522 -9.736
H -25.739 23.095 -8.343
H -24.238 22.288 -8.010
H -24.001 24.540 -7.596
H -22.344 23.243 -9.887
H -21.770 23.985 -8.381
C -18.174 27.876 -9.463
C -19.224 26.867 -9.803
C -20.075 27.219 -11.046
O -19.901 26.074 -11.888
C -19.210 25.138 -11.249
O -19.203 24.000 -11.563
O -18.608 25.633 -10.148
H -17.422 27.346 -8.870
H -18.555 28.746 -8.937
H -17.616 28.216 -10.343
H -19.858 26.781 -8.922
H -19.683 28.094 -11.567
H -21.130 27.378 -10.849
C -14.967 25.427 -10.137
C -14.994 24.035 -10.679
C -14.277 22.962 -9.861
O -15.268 21.904 -9.744
C -16.420 22.317 -10.269
O -17.360 21.589 -10.473
O -16.387 23.618 -10.561
H -15.495 26.136 -10.779
H -13.954 25.848 -10.161
H -15.405 25.453 -9.143
H -14.677 23.992 -11.722
H -14.100 23.262 -8.827
H -13.385 22.579 -10.341
Cl -23.103 16.381 -7.611
C -22.070 17.640 -8.309
C -20.659 17.146 -8.597
Cl -20.801 16.223 -10.148
H -21.983 18.379 -7.514
H -22.454 18.087 -9.219
H -20.347 16.383 -7.893
H -20.017 18.023 -8.609
Cl -16.523 19.025 -5.784
C -18.021 18.086 -5.725
C -19.088 18.786 -4.939
Cl -20.442 17.676 -4.660
H -17.781 17.103 -5.316
H -18.411 17.854 -6.714
H -19.398 19.637 -5.541
H -18.701 19.158 -3.995
Cl -18.936 24.844 -6.156
C -18.845 23.060 -6.140
C -17.836 22.517 -7.099
Cl -16.135 22.950 -6.655
H -19.821 22.660 -6.423
H -18.683 22.761 -5.107
H -17.966 22.933 -8.090
H -17.865 21.435 -7.139
Cl -25.183 20.535 -4.845
C -23.685 19.961 -5.641
C -22.479 20.791 -5.243
Cl -22.172 20.789 -3.505
H -23.864 20.134 -6.698
H -23.532 18.917 -5.387
H -22.630 21.800 -5.635
H -21.612 20.430 -5.793
*
```



(3)
The following is a DFT calculation (ωB97M-V/def2-TZVPD) of a single C24H27N3O3 molecule.

Its SMILES is CCOC(=O)C1=C(CN2CCc3ccccc32)NC(=O)N[C@H]1c1cc(C)ccc1C. The relative energy (zero: lowest compared OMol25 entry of this formula, charge and spin) comes out at 4.8 kcal per mole.

The geometry in ORCA input format:
```
! wB97M-V def2-TZVPD RIJCOSX def2/J DEFGRID3
* xyz 0 1
C -1.013 3.916 -2.998
C 0.217 3.232 -2.419
H 0.838 2.802 -3.208
H 0.804 3.944 -1.829
O -0.137 2.126 -1.586
C -0.488 2.415 -0.320
O -0.474 3.547 0.113
C -0.844 1.253 0.500
C -1.241 0.034 0.079
N -1.564 -0.934 0.998
C -1.751 -0.709 2.357
O -2.169 -1.582 3.083
N -1.495 0.557 2.749
H -1.568 0.722 3.742
C -0.723 1.525 1.990
C 0.748 1.484 2.380
C 1.426 0.282 2.228
C 2.769 0.150 2.543
C 3.438 1.266 3.024
C 2.771 2.466 3.186
C 1.424 2.602 2.873
C 0.748 3.926 3.065
H -0.059 3.850 3.793
H 1.460 4.665 3.422
H 0.327 4.275 2.123
H 3.310 3.321 3.568
H 4.486 1.196 3.278
C 3.474 -1.157 2.342
H 2.806 -1.992 2.544
H 4.341 -1.234 2.994
H 3.819 -1.242 1.311
H 0.889 -0.582 1.863
H -1.134 2.517 2.195
H -1.817 -1.851 0.659
C -1.397 -0.452 -1.339
N -0.534 -1.592 -1.534
C -0.811 -2.601 -2.437
C -2.038 -3.048 -2.899
C -2.063 -4.136 -3.761
C -0.897 -4.767 -4.154
C 0.334 -4.322 -3.683
C 0.368 -3.244 -2.832
C 1.539 -2.578 -2.164
H 2.334 -2.329 -2.867
H 1.960 -3.234 -1.399
C 0.901 -1.330 -1.536
H 1.247 -1.148 -0.516
H 1.116 -0.428 -2.127
H 1.248 -4.812 -3.986
H -0.941 -5.609 -4.828
H -3.014 -4.491 -4.130
H -2.963 -2.571 -2.607
H -1.174 0.351 -2.049
H -2.434 -0.772 -1.481
H -0.704 4.714 -3.667
H -1.610 4.341 -2.195
H -1.619 3.202 -3.551
*
```



(4)
The following is a DFT calculation (ωB97M-V/def2-TZVPD) of a gas-phase ion, C4H9N4O (charge +1) in a non-equilibrium geometry.

Its SMILES is C[C@@H](O)Cn1cnn[nH+]1. The relative energy (zero: lowest compared OMol25 entry of this formula, charge and spin) comes out at 97.6 kcal per mole.

The geometry in ORCA input format:
```
! wB97M-V def2-TZVPD RIJCOSX def2/J DEFGRID3
* xyz 1 1
C -1.713 0.370 -1.175
C -0.780 -0.846 -0.686
O -0.961 -2.014 -1.538
C 0.775 -0.419 -0.595
N 0.965 0.300 0.697
C 0.598 -0.036 2.030
N 0.977 1.013 2.932
N 1.532 1.903 2.111
N 1.537 1.517 0.837
H -2.693 -0.079 -1.524
H -1.937 1.040 -0.281
H -1.257 0.964 -2.026
H -1.206 -1.163 0.333
H -0.301 -2.648 -1.190
H 0.966 0.339 -1.435
H 1.491 -1.287 -0.747
H 0.074 -1.021 2.201
H 1.932 2.068 0.056
*
```



(5)
The following is a DFT calculation (ωB97M-V/def2-TZVPD) of a single C3H4ClNS molecule in a non-equilibrium geometry.

Its SMILES is C=C(Cl)C(N)=S. The relative energy (zero: lowest compared OMol25 entry of this formula, charge and spin) comes out at 7.3 kcal per mole.

The geometry in ORCA input format:
```
! wB97M-V def2-TZVPD RIJCOSX def2/J DEFGRID3
* xyz 0 1
C -0.331 -0.726 -0.005
C 0.454 0.381 0.566
C 0.386 0.706 1.840
H 1.194 -1.965 0.739
H -0.245 -2.748 0.131
H -0.138 0.035 2.502
H 0.911 1.601 2.251
N 0.206 -1.886 0.472
S -1.795 -0.490 -0.726
Cl 1.323 1.292 -0.690
*
```



(6)
The following is a DFT calculation (ωB97M-V/def2-TZVPD) of a molecular structure, C23H23MoN5OS.

The relative energy (zero: lowest compared OMol25 entry of this formula, charge and spin) comes out at 3.1 kcal per mole.

The geometry in ORCA input format:
```
! wB97M-V def2-TZVPD RIJCOSX def2/J DEFGRID3
* xyz 2 1
Mo -0.596 1.048 -1.103
O -0.179 -2.807 -2.417
C -0.004 -1.672 -2.067
N -0.981 -0.827 -1.551
C -2.317 -1.383 -1.389
C -3.012 -0.571 -0.341
C -4.249 -0.903 0.178
C -4.792 -0.117 1.179
C -4.078 0.982 1.644
C -2.859 1.265 1.078
N -2.333 0.510 0.092
C 1.340 -0.997 -2.093
C 2.465 -1.605 -2.590
C 3.663 -0.900 -2.557
C 3.675 0.375 -2.017
C 2.497 0.912 -1.531
N 1.342 0.237 -1.569
H -2.263 -2.433 -1.097
H -2.869 -1.359 -2.333
H -4.770 -1.774 -0.200
H -5.759 -0.361 1.601
H -4.462 1.613 2.433
H -2.269 2.110 1.402
H 2.374 -2.606 -2.992
H 4.572 -1.338 -2.950
H 4.583 0.960 -1.975
H 2.463 1.900 -1.094
C -1.482 3.139 -1.355
C -0.145 3.211 -1.848
C -0.058 2.370 -2.984
C -1.325 1.793 -3.217
C -2.210 2.261 -2.218
H -1.901 3.763 -0.585
H 0.626 3.870 -1.487
H 0.807 2.258 -3.618
H -1.583 1.156 -4.048
H -3.270 2.071 -2.176
C 3.092 -0.114 4.781
C 2.264 -0.413 3.577
C 1.959 -1.664 3.121
C 1.162 -1.785 1.977
N 0.701 -0.718 1.316
C 1.004 0.497 1.762
S 0.452 1.927 0.998
N 1.772 0.639 2.876
C 0.770 -3.120 1.436
H 3.375 -1.032 5.290
H 2.540 0.519 5.480
H 4.002 0.419 4.495
H 2.326 -2.535 3.643
H 1.976 1.580 3.190
H 1.211 -3.938 1.999
H 1.069 -3.198 0.389
H -0.318 -3.213 1.464
*
```



(7)
The following is a DFT calculation (ωB97M-V/def2-TZVPD) of 2 unconnected molecules or ions with the total composition C2H3N3O2 in a non-equilibrium geometry.

The relative energy (zero: lowest compared OMol25 entry of this formula, charge and spin) comes out at 174.6 kcal per mole.

The geometry in ORCA input format:
```
! wB97M-V def2-TZVPD RIJCOSX def2/J DEFGRID3
* xyz 0 1
C -0.813 -0.128 -0.147
C 0.439 0.840 0.046
H -2.574 -0.794 -0.127
H -2.213 1.076 1.401
H 1.170 -2.354 0.345
N -2.071 0.291 -0.042
N -0.452 -1.380 0.020
N 0.926 -1.375 -0.259
O 1.476 -0.127 0.309
O 0.655 2.008 -0.190
*
```



(8)
The following is a DFT calculation (ωB97M-V/def2-TZVPD) of a molecular structure, C24H32GeIrN3OSb in a non-equilibrium geometry.

For the total energy, the calculation gives -3594.0692 Eh.

The geometry in ORCA input format:
```
! wB97M-V def2-TZVPD RIJCOSX def2/J DEFGRID3
* xyz 2 2
Ir -0.564 0.828 0.034
C 2.751 3.664 1.159
C 2.128 3.375 -0.158
C 2.583 3.921 -1.362
C 1.992 3.550 -2.556
C 0.961 2.615 -2.573
C 0.531 2.143 -1.340
N 1.094 2.543 -0.222
Sb -2.801 2.476 -2.174
C -3.048 2.802 0.000
C -4.056 3.629 0.471
C -4.155 3.822 1.842
C -3.248 3.204 2.689
C -2.253 2.399 2.145
C -1.207 1.694 2.936
N -2.192 2.223 0.825
C -2.317 0.309 -1.856
C -2.312 -0.553 -2.939
C -2.461 -1.914 -2.689
C -2.673 -2.353 -1.394
C -2.646 -1.439 -0.340
C -2.950 -1.841 1.064
N -2.394 -0.149 -0.602
H 3.795 3.942 1.041
H 2.678 2.797 1.811
H 2.239 4.497 1.639
H 3.399 4.627 -1.347
H 2.351 3.972 -3.484
H 0.512 2.284 -3.498
H -4.745 4.097 -0.218
H -4.931 4.456 2.243
H -3.307 3.335 3.757
H -1.253 1.944 3.989
H -0.223 1.965 2.547
H -1.321 0.612 2.837
H -2.230 -0.166 -3.943
H -2.469 -2.610 -3.514
H -2.884 -3.390 -1.186
H -3.943 -2.284 1.110
H -2.929 -0.973 1.715
H -2.248 -2.584 1.438
C 3.124 -0.488 -0.538
C 1.761 -0.780 0.007
O 1.263 -0.055 0.895
H 3.498 0.457 -0.155
H 3.084 -0.459 -1.625
H 3.815 -1.279 -0.256
C 0.341 -4.844 0.633
Ge 1.933 -3.742 0.175
C 3.133 -3.434 1.716
C 2.935 -4.287 -1.448
C 1.044 -1.922 -0.509
H 0.650 -5.885 0.663
H -0.458 -4.751 -0.098
H -0.041 -4.579 1.615
H 3.600 -4.388 1.947
H 2.596 -3.095 2.596
H 3.925 -2.726 1.493
H 3.262 -5.316 -1.327
H 3.821 -3.670 -1.579
H 2.329 -4.227 -2.348
H 0.012 -1.955 -0.168
H 1.122 -2.042 -1.581
*
```